A molecular structure, C40H57AsN10OS4Ti, computed with the ωB97M-V functional and the def2-TZVPD basis.

Values from the calculation:
Maximum force   0.55 eV Å⁻¹
Charge   +4
M   945.02 g mol⁻¹
ΔE to the lowest compared entry with this formula, charge and spin   28.7 kcal per mole
Total energy   -6857.88156 Ha

Structure (XYZ):
```
114
Properties=species:S:1:pos:R:3:forces:R:3:lowdin_charge:R:1
As 2.21334 -2.25191 0.77299 0.3 0.1 0.1 1.22
Ti 0.28514 -0.41627 0.13490 0.2 0.3 0.0 0.68
S 0.13831 2.97007 -0.00141 -0.2 -0.1 0.0 0.88
S 2.30778 0.40850 -1.26603 0.0 0.0 -0.1 0.86
S -0.82439 1.71072 -2.66557 0.0 0.1 0.0 0.85
S 1.74043 0.90576 1.90304 -0.1 0.0 0.0 0.85
O -5.50286 -0.68401 -1.34812 -0.1 0.0 -0.3 0.08
N -6.25282 0.06376 -3.27758 0.1 -0.4 0.0 0.16
N -2.35137 1.30548 2.97136 0.0 0.0 0.1 0.19
N -0.25073 -1.09152 -1.65938 0.2 -0.2 0.0 0.03
N -1.16984 -2.33210 -3.55561 0.1 -0.1 0.1 0.01
N -2.35659 -3.65159 1.10770 0.0 0.1 0.1 -0.06
N -6.23829 -1.34459 -3.31388 0.0 0.4 0.0 0.15
N -1.25018 0.42262 1.24358 0.1 0.1 0.2 -0.10
N -1.47301 -4.32337 0.34242 0.1 0.0 0.0 0.20
N -0.77586 -2.21662 0.65015 -0.2 -0.2 0.2 -0.06
N -2.89617 1.72311 1.80392 0.2 0.0 -0.2 -0.05
C 1.66091 -3.42711 2.23978 0.1 -0.1 -0.1 -0.36
C -0.54456 -3.45581 0.09824 -0.1 0.0 -0.2 -0.26
C 4.45102 -1.65032 2.69315 0.0 0.0 0.0 -0.12
C -0.75267 3.52162 -2.49155 0.1 0.0 0.0 -0.47
C -1.95386 -2.40921 1.28954 0.0 -0.1 -0.1 -0.08
C -5.86934 -4.23626 -2.26242 0.0 0.1 0.0 0.01
C -4.83451 -5.50583 -0.48355 0.0 0.1 0.0 0.00
C -1.23150 -1.77156 -4.95115 -0.1 0.0 0.1 -0.08
C -0.43796 -2.66961 -5.88758 0.0 0.0 -0.1 -0.14
C -5.54333 -5.45280 -1.68332 0.0 0.0 0.1 -0.02
C 3.26641 1.63271 -0.31788 0.0 0.0 0.0 -0.44
C -3.97720 2.75271 1.78197 0.1 0.0 0.0 -0.01
C 2.54969 -3.27758 -0.87596 0.1 0.0 0.0 -0.39
C -4.72487 4.05304 -0.26246 0.0 -0.1 -0.1 -0.01
C -2.24257 1.20612 0.78506 -0.1 0.0 -0.1 -0.15
C -1.80290 -3.70124 -3.36878 0.0 0.1 0.0 -0.07
C 2.75792 -4.76618 -0.60902 0.0 0.0 0.0 -0.11
C -5.66857 2.90621 -2.17253 0.0 -0.1 0.0 0.02
C 0.72333 1.33186 -3.51789 0.0 0.0 0.0 -0.49
C 1.21894 2.59838 2.40671 0.1 0.0 0.1 -0.43
C -5.82017 0.39526 -2.11624 0.0 0.0 0.1 -0.29
C -4.47577 -4.32415 0.15259 0.0 -0.1 0.0 -0.21
C -5.03643 1.67897 -0.20006 0.0 0.0 -0.1 0.00
C 3.34291 1.27929 1.14822 0.1 -0.1 0.0 -0.45
C -4.82692 -3.10885 -0.40839 0.0 0.0 -0.1 0.01
C 1.11816 -2.69498 3.45829 0.0 0.0 0.0 -0.12
C -4.59271 2.84213 0.40824 0.0 0.0 0.1 -0.22
C -1.37490 0.52684 2.61566 -0.1 0.0 0.0 -0.21
C 4.10322 -1.96913 1.24540 0.0 -0.1 0.0 -0.37
C 2.00209 1.50060 -2.72488 0.1 0.0 0.0 -0.41
C 1.15583 3.65781 1.31421 0.0 0.0 0.1 -0.45
C -5.79973 -1.72765 -2.17030 0.0 0.1 0.2 -0.29
C -0.65784 -1.70978 -2.58108 -0.5 0.2 -0.2 -0.18
C -1.90790 -4.37761 -4.72884 -0.1 0.0 0.0 -0.16
C 0.19866 4.08934 -1.42004 -0.1 0.0 -0.1 -0.44
C -5.50686 -3.05293 -1.61930 0.0 0.0 -0.1 -0.13
C -5.28640 4.07884 -1.53938 0.0 0.0 0.1 -0.03
C -3.65567 -4.30345 1.41885 0.2 0.0 0.0 -0.02
C -0.63535 -4.15890 -5.54064 0.0 0.0 0.0 -0.16
C -5.52782 1.69286 -1.50045 0.0 0.0 0.0 -0.11
H -4.67601 2.46681 2.56722 0.0 0.0 0.0 0.15
H 2.86209 1.32506 -3.37328 0.0 0.0 0.0 0.11
H -4.57753 -6.46376 -0.04939 0.0 0.0 0.0 0.13
H 3.78353 2.09831 1.72055 -0.1 0.0 0.0 0.12
H 5.53400 -1.56111 2.78218 0.0 0.0 0.0 0.11
H 2.77855 2.59090 -0.47024 0.0 0.0 0.0 0.04
H 0.22256 -4.52806 -4.97191 0.0 0.0 0.0 0.12
H -2.78642 -4.01612 -5.26564 0.0 0.0 0.0 0.13
H -4.99140 0.73847 0.33215 0.0 0.0 0.0 0.13
H -2.51297 -1.67928 1.84718 0.0 0.0 0.0 0.14
H 4.00908 -0.72666 3.06626 0.0 0.0 0.0 0.06
H -0.66955 -4.75215 -6.45160 0.0 0.0 0.0 0.13
H 0.69042 4.54328 1.75104 0.0 0.0 -0.1 0.11
H 3.54537 -4.94832 0.12258 0.0 0.0 0.0 0.08
H 0.95980 -4.16864 1.85998 0.0 0.0 0.0 0.07
H -3.41215 -5.30191 1.77512 -0.1 0.0 0.0 0.14
H 1.80970 -1.94453 3.84016 0.0 0.0 0.0 0.07
H 4.14675 -2.45446 3.36074 0.0 0.0 0.0 0.08
H 1.21464 4.21413 -1.79368 0.0 0.0 0.1 0.08
H -1.14583 -4.26124 -2.70426 0.0 0.0 0.0 0.12
H 3.06715 -5.25536 -1.53298 0.0 0.0 0.0 0.10
H -2.29494 -1.75523 -5.18875 0.0 0.0 0.0 0.15
H 0.26589 2.47596 2.91817 0.0 0.0 0.0 0.07
H -2.50162 1.37088 -0.24602 0.0 0.0 0.0 0.12
H 2.07178 2.51088 -2.33292 0.0 -0.1 0.0 0.05
H 4.55603 -1.30829 0.50663 0.0 0.1 0.0 0.07
H 4.26798 1.67572 -0.74956 0.0 0.0 0.0 0.12
H -1.78290 3.79900 -2.26096 0.0 0.0 0.0 0.08
H -0.88967 -0.74027 -4.91986 0.0 0.0 0.0 0.11
H -0.16468 5.07218 -1.12103 0.0 0.0 0.0 0.10
H -2.77062 -3.54672 -2.88854 0.0 0.0 0.0 0.12
H -0.78302 -2.45546 -6.90015 0.0 0.0 0.0 0.14
H -4.58439 -2.18579 0.10394 0.0 0.0 0.0 0.11
H 2.15017 3.94758 0.97370 0.0 0.0 -0.1 0.09
H -4.41816 4.97855 0.20977 0.0 0.0 0.0 0.13
H 1.95662 2.86554 3.16530 0.0 0.0 0.0 0.11
H 1.85188 -5.26364 -0.25951 0.0 0.0 0.0 0.08
H -5.41869 5.02560 -2.04535 0.0 0.0 0.0 0.13
H -2.08156 -5.43861 -4.54745 0.0 0.0 0.0 0.14
H 3.45616 -2.81534 -1.27326 0.0 0.0 0.0 0.08
H 2.58100 -3.96383 2.48365 0.0 0.0 0.0 0.09
H 0.80149 1.99046 -4.38649 0.0 0.0 0.0 0.11
H -4.10685 -3.73472 2.23122 -0.1 0.0 0.0 0.15
H -5.84626 -6.37192 -2.16592 0.0 0.0 0.0 0.13
H 0.30993 -3.70340 -0.50287 -0.1 0.0 0.0 0.07
H 0.61976 -2.40460 -5.85789 0.0 0.0 0.0 0.12
H -6.41976 -4.19530 -3.19340 0.0 0.0 0.0 0.13
H 0.15993 -2.21539 3.24750 0.0 0.0 0.0 0.04
H 0.64342 0.32551 -3.92185 0.0 -0.1 0.0 0.05
H 4.48239 -2.96679 0.99608 0.0 0.0 0.0 0.09
H -0.74583 0.01023 3.32531 0.0 0.0 0.0 0.13
H 1.76586 -3.08572 -1.60752 0.0 0.0 0.0 0.04
H 3.97601 0.42050 1.31861 0.0 -0.1 0.0 0.04
H -3.49855 3.68942 2.06668 -0.1 0.0 0.0 0.14
H 0.94494 -3.41430 4.25880 0.0 0.0 0.0 0.10
H -6.07929 2.92264 -3.17360 0.0 0.0 0.0 0.14
H -0.52127 3.95129 -3.46616 0.0 0.0 0.0 0.10
```
Positions in Å, forces in eV/Å.